[1]
The following is a quantum chemistry calculation of a molecular structure, C36H37BrGeN4O2RbS, from the Open Molecules 2025 dataset.

Results
molar mass	827.77	g/mol
charge	0
2S+1	2
total energy	-186035.487	eV

Each line ends with the Mulliken spin population.
CARTESIAN COORDINATES (ANGSTROEM)
Rb1 0.468 0.787 0.395  -0.064
O1 -1.262 1.253 3.047  -0.001
C1 -1.332 0.434 4.150  -0.001
C2 -2.024 0.855 5.277  0.000
C3 -2.095 0.045 6.404  0.000
C4 -1.473 -1.187 6.403  0.000
C5 -0.790 -1.597 5.264  0.000
C6 -0.702 -0.814 4.122  0.001
C7 0.050 -1.320 2.888  0.000
O2 -0.532 -1.098 1.744  0.005
N1 1.422 -0.592 3.043  0.000
N2 2.283 -0.792 2.037  -0.002
C8 3.531 -0.914 2.288  0.000
C9 4.545 -0.972 1.239  0.000
Br1 3.975 -0.419 -0.497  0.000
C10 5.831 -1.314 1.397  0.000
C11 6.420 -1.828 2.647  0.000
C12 7.675 -1.369 3.045  0.000
C13 8.258 -1.829 4.214  0.000
C14 7.602 -2.768 4.996  0.000
C15 6.364 -3.253 4.597  0.000
C16 5.779 -2.791 3.429  0.000
H1 -1.805 2.019 3.234  0.001
H2 -2.509 1.828 5.275  0.000
H3 -2.640 0.387 7.277  0.000
H4 -1.524 -1.830 7.274  0.000
H5 -0.313 -2.575 5.245  0.000
H6 0.291 -2.398 3.082  0.000
H7 1.812 -0.744 3.960  0.000
H8 3.904 -0.927 3.311  0.000
H9 6.505 -1.189 0.558  0.000
H10 8.191 -0.634 2.434  0.000
H11 9.230 -1.454 4.516  0.000
H12 8.061 -3.130 5.909  0.000
H13 5.856 -4.003 5.193  0.000
H14 4.827 -3.193 3.105  0.000
C17 -2.969 -0.117 -0.416  0.074
Ge1 -2.319 1.258 -1.648  0.613
C18 -2.653 3.029 -0.887  0.070
C19 -2.687 3.174 0.503  0.024
C20 -2.887 4.415 1.088  -0.030
C21 -3.054 5.536 0.290  0.047
C22 -3.025 5.411 -1.091  -0.027
C23 -2.822 4.170 -1.674  0.027
C24 -3.183 1.066 -3.394  0.191
C25 -4.330 0.319 -3.484  -0.013
C26 -4.994 0.127 -4.715  -0.003
C27 -4.492 0.681 -5.853  0.018
C28 -3.298 1.445 -5.818  -0.006
C29 -2.758 2.015 -6.998  0.003
C30 -1.600 2.734 -6.961  -0.003
C31 -0.918 2.907 -5.737  0.021
C32 -1.422 2.368 -4.588  0.062
C33 -2.634 1.633 -4.586  -0.101
H15 -4.017 0.114 -0.199  0.022
H16 -2.416 -0.179 0.526  -0.027
H17 -2.906 -1.091 -0.897  -0.002
H18 -2.574 2.292 1.127  0.020
H19 -2.923 4.518 2.167  -0.002
H20 -3.212 6.508 0.745  0.004
H21 -3.165 6.286 -1.715  -0.002
H22 -2.811 4.086 -2.754  0.009
H23 -4.752 -0.135 -2.591  0.002
H24 -5.906 -0.458 -4.748  -0.001
H25 -4.996 0.540 -6.805  0.000
H26 -3.285 1.867 -7.936  0.000
H27 -1.193 3.164 -7.868  0.000
H28 0.014 3.461 -5.713  0.001
H29 -0.877 2.483 -3.656  0.061
C34 1.246 -3.880 -1.288  -0.001
N3 1.497 -2.548 -1.794  0.003
C35 0.665 -1.860 -2.585  0.005
S1 0.906 -0.221 -2.877  0.020
N4 -0.379 -2.510 -3.120  0.006
C36 -1.334 -1.891 -4.030  -0.009
H30 2.028 -4.122 -0.574  0.000
H31 1.283 -4.630 -2.085  0.000
H32 0.284 -3.947 -0.771  0.001
H33 2.182 -1.990 -1.330  -0.003
H34 -0.442 -3.505 -2.987  0.000
H35 -1.631 -0.902 -3.658  -0.011
H36 -2.214 -2.529 -4.088  0.000
H37 -0.910 -1.764 -5.029  0.000

[2]
The following is a quantum chemistry calculation of a molecular structure, C12H20ClF3I2N3S, from the Open Molecules 2025 dataset.

Results
molar mass	584.64	g/mol
charge	+1
total energy	-64941.077	eV

Each line ends with the natural charge from an NBO analysis.
CARTESIAN COORDINATES (ANGSTROEM)
C1 4.223 -1.852 2.109  -0.625
C2 3.023 -2.224 1.207  -0.241
N1 1.890 -1.344 1.572  -0.463
N2 1.182 -0.828 0.490  -0.226
C3 1.647 0.044 -0.347  0.198
I1 3.520 0.964 -0.409  0.430
C4 0.548 0.351 -1.339  -0.131
I2 1.242 -0.997 -2.979  0.253
C5 0.543 1.705 -2.075  -0.525
C6 0.026 2.917 -1.260  -0.168
C7 0.209 2.825 0.261  -0.640
Cl1 1.030 4.347 -1.793  -0.059
C8 -0.836 -0.323 -0.843  -0.158
S1 -1.361 -1.343 -2.300  0.014
C9 -2.057 0.585 -0.533  -0.441
C10 -3.363 -0.258 -0.406  -0.477
C11 -4.389 0.567 0.378  0.979
F1 -4.013 0.740 1.652  -0.327
F2 -5.588 0.017 0.386  -0.303
F3 -4.454 1.793 -0.175  -0.333
C12 -0.217 -1.229 0.257  0.078
N3 -0.991 -1.651 1.415  -0.815
H1 4.765 -0.983 1.723  0.214
H2 4.933 -2.680 2.190  0.244
H3 3.873 -1.611 3.122  0.216
H4 3.284 -2.185 0.143  0.206
H5 2.785 -3.271 1.433  0.211
H6 2.155 -0.618 2.230  0.396
H7 1.548 1.859 -2.480  0.267
H8 -0.105 1.599 -2.956  0.251
H9 -0.995 3.202 -1.519  0.233
H10 -0.268 3.672 0.762  0.256
H11 1.283 2.873 0.490  0.218
H12 -0.148 1.887 0.701  0.194
H13 -1.639 -2.541 -1.724  0.147
H14 -1.980 1.132 0.409  0.251
H15 -2.214 1.225 -1.407  0.240
H16 -3.825 -0.473 -1.371  0.250
H17 -3.219 -1.175 0.170  0.222
H18 -0.063 -2.182 -0.298  0.192
H19 -0.370 -2.155 2.050  0.397
H20 -1.612 -2.379 1.068  0.374

[3]
The following is a quantum chemistry calculation of 7 unconnected molecules or ions with the total composition C37H55ClF3NO25S2, from the Open Molecules 2025 dataset.

Results
SMILES	C[C@]1(CCOC=O)C(=O)N[C@@H](CCCCS(=O)(=O)Cl)[C@H]1S(=O)(=O)C(F)(F)F.C[C@@H]1COC(=O)O1.C[C@@H]1COC(=O)O1.C[C@@H]1COC(=O)O1.C[C@@H]1COC(=O)O1.C[C@@H]1COC(=O)O1.C[C@@H]1COC(=O)O1
molar mass	1070.41	g/mol
charge	0
total energy	-134284.966	eV

Each line ends with the Löwdin charge.
CARTESIAN COORDINATES (ANGSTROEM)
C1 0.012 2.379 1.321  0.014
C2 1.427 2.076 0.808  -0.334
C3 1.832 2.938 -0.396  -0.095
C4 1.090 2.772 -1.733  -0.139
O1 -0.331 2.589 -1.649  -0.034
C5 -0.813 1.373 -1.966  -0.342
O2 -0.399 0.664 -2.834  0.085
C6 1.626 0.604 0.472  -0.399
O3 1.803 0.134 -0.619  0.142
N1 1.688 -0.152 1.657  0.134
C7 2.217 0.714 2.721  -0.277
C8 3.346 0.103 3.552  -0.134
C9 3.095 -1.354 3.976  -0.171
C10 2.388 -1.551 5.317  -0.213
C11 1.058 -0.809 5.413  -0.299
S1 0.071 -1.516 6.702  0.314
O4 -0.041 -2.919 6.469  -0.331
O5 0.540 -1.066 7.973  -0.342
Cl1 -1.756 -0.696 6.360  0.410
C12 2.317 2.161 2.120  -0.194
S2 3.903 3.007 2.113  0.793
O6 4.345 3.436 0.821  -0.255
O7 4.858 2.361 2.960  -0.257
C13 3.440 4.557 3.028  -0.668
F1 2.894 4.234 4.211  0.133
F2 2.567 5.290 2.337  0.152
F3 4.556 5.241 3.230  0.166
H1 -0.032 3.439 1.561  0.106
H2 -0.199 1.807 2.223  0.093
H3 -0.757 2.135 0.605  0.074
H4 1.779 3.983 -0.098  0.123
H5 2.862 2.715 -0.635  0.109
H6 1.248 3.696 -2.283  0.130
H7 1.535 1.983 -2.326  0.115
H8 -1.684 1.107 -1.357  0.147
H9 2.301 -0.930 1.425  0.140
H10 1.393 0.834 3.426  0.110
H11 4.258 0.122 2.966  0.111
H12 3.482 0.717 4.439  0.127
H13 4.071 -1.823 4.073  0.113
H14 2.564 -1.935 3.225  0.113
H15 2.177 -2.614 5.418  0.100
H16 3.051 -1.296 6.142  0.127
H17 0.502 -0.897 4.482  0.103
H18 1.204 0.245 5.635  0.108
H19 1.751 2.771 2.819  0.112
C14 -0.669 -2.198 11.156  -0.009
C15 0.151 -1.266 12.001  -0.315
C16 1.641 -1.278 11.745  -0.083
O8 2.166 -0.861 13.017  0.068
C17 1.276 -1.229 13.966  -0.571
O9 1.471 -1.189 15.138  0.160
O10 0.124 -1.647 13.395  0.057
H20 -1.694 -2.249 11.523  0.090
H21 -0.683 -1.851 10.124  0.069
H22 -0.262 -3.211 11.178  0.094
H23 -0.241 -0.247 11.937  0.164
H24 1.962 -0.596 10.963  0.137
H25 2.010 -2.284 11.534  0.139
C18 -2.639 -0.584 17.801  -0.020
C19 -3.148 -0.911 16.423  -0.323
C20 -2.127 -0.860 15.312  -0.099
O11 -2.947 -0.563 14.170  0.055
C21 -4.034 0.117 14.611  -0.568
O12 -4.818 0.666 13.909  0.163
O13 -4.095 0.078 15.963  0.084
H26 -3.468 -0.481 18.500  0.087
H27 -1.982 -1.379 18.154  0.092
H28 -2.085 0.355 17.798  0.091
H29 -3.664 -1.876 16.423  0.159
H30 -1.585 -1.786 15.157  0.128
H31 -1.415 -0.043 15.447  0.141
C22 3.451 -7.786 6.304  -0.019
C23 4.403 -6.742 5.784  -0.326
C24 4.285 -5.368 6.407  -0.089
O14 4.768 -4.522 5.352  0.048
C25 4.523 -5.156 4.177  -0.568
O15 4.628 -4.653 3.106  0.163
O16 4.134 -6.430 4.401  0.088
H32 3.493 -8.681 5.685  0.090
H33 3.715 -8.058 7.325  0.092
H34 2.424 -7.418 6.289  0.091
H35 5.435 -7.099 5.841  0.159
H36 4.885 -5.231 7.302  0.139
H37 3.245 -5.102 6.614  0.136
C26 -1.651 0.362 -5.701  -0.029
C27 -1.845 0.427 -7.191  -0.320
C28 -0.600 0.684 -8.010  -0.084
O17 -1.141 1.319 -9.181  0.055
C29 -2.287 1.940 -8.814  -0.564
O18 -2.885 2.707 -9.500  0.148
O19 -2.650 1.567 -7.570  0.092
H38 -2.614 0.347 -5.191  0.092
H39 -1.102 -0.537 -5.425  0.095
H40 -1.099 1.228 -5.338  0.081
H41 -2.362 -0.466 -7.554  0.159
H42 -0.056 -0.214 -8.287  0.139
H43 0.073 1.389 -7.518  0.141
C30 -1.725 2.638 -12.552  -0.014
C31 -2.754 2.104 -13.506  -0.317
C32 -3.101 0.641 -13.349  -0.089
O20 -3.532 0.289 -14.673  0.063
C33 -2.900 1.117 -15.539  -0.560
O21 -2.896 0.978 -16.721  0.152
O22 -2.281 2.114 -14.875  0.088
H44 -1.417 3.641 -12.845  0.093
H45 -2.136 2.678 -11.545  0.057
H46 -0.834 2.007 -12.546  0.094
H47 -3.661 2.714 -13.476  0.161
H48 -3.894 0.448 -12.632  0.139
H49 -2.223 0.040 -13.102  0.138
C34 -3.805 1.404 -19.567  -0.037
C35 -4.010 1.512 -21.054  -0.326
C36 -2.768 1.777 -21.874  -0.095
O23 -3.305 2.442 -23.026  0.057
C37 -4.446 3.068 -22.643  -0.570
O24 -5.041 3.853 -23.305  0.163
O25 -4.804 2.667 -21.401  0.083
H50 -4.761 1.384 -19.047  0.091
H51 -3.264 0.493 -19.321  0.086
H52 -3.241 2.254 -19.185  0.088
H53 -4.537 0.633 -21.437  0.157
H54 -2.234 0.880 -22.175  0.137
H55 -2.085 2.462 -21.367  0.138

> Among the records above, which one has the highest total energy?

C12H20ClF3I2N3S

> Number 3 is which compound?

C37H55ClF3NO25S2